1.
A molecular structure, C33H49BCaGeN9O8P at a distorted geometry, computed with ωB97M-V/def2-TZVPD.

lowest unoccupied orbital energy (alpha / beta) = -3.2 / -7.2 eV
E_HOMO (alpha / beta) = -11.20 / -11.19 eV
gap between HOMO and LUMO (alpha / beta) = 8.02 / 4.01 eV
spin multiplicity = 2
total energy = -149727.8438 eV
total charge = +1
largest force on an atom = 0.048 hartree/bohr
molar mass = 854.28 g mol⁻¹
relative energy (zero: lowest compared OMol25 entry of this formula, charge and spin) = 36.6 kcal per mole

Structure (XYZ):
```
103
Properties=species:S:1:pos:R:3:forces:R:3
Ca 1.535 0.048 -0.422 -0.8 -1.4 0.1
C 3.557 3.177 -2.713 0.1 -0.1 0.0
C 3.136 1.843 -2.753 -0.1 0.3 0.0
N 2.046 1.670 -2.012 0.3 0.3 -0.4
N 1.754 2.873 -1.477 -0.1 0.3 -0.1
C 2.651 3.798 -1.881 0.1 -0.1 0.0
B 0.559 3.112 -0.509 -0.1 0.3 0.1
N -0.627 2.165 -0.846 -0.1 0.1 0.1
C -1.920 2.503 -1.045 -0.1 -0.1 0.0
C -2.654 1.343 -1.176 0.0 -0.1 0.0
C -1.714 0.317 -1.023 0.0 0.2 -0.1
N -0.503 0.821 -0.822 -1.5 0.4 -0.2
N 1.033 2.793 0.952 0.1 0.4 0.3
C 1.290 3.590 2.013 -0.1 -0.3 -0.1
C 1.667 2.794 3.078 0.1 0.0 0.0
C 1.634 1.495 2.572 0.0 0.2 -0.1
N 1.270 1.498 1.288 0.0 0.7 0.8
N 0.092 4.549 -0.734 0.1 -0.1 -0.2
C -0.273 5.028 -1.959 0.1 -0.2 0.0
C -0.666 6.328 -1.803 -0.1 0.2 0.1
C -0.508 6.573 -0.422 0.0 -0.1 0.0
N -0.057 5.504 0.210 0.0 0.0 0.1
H 4.397 3.627 -3.217 -0.1 0.0 0.0
H 3.588 1.017 -3.281 -0.1 0.0 0.1
H 2.599 4.827 -1.559 -0.1 -0.1 0.0
H -2.246 3.530 -1.070 0.1 0.0 0.0
H -3.714 1.259 -1.353 0.1 0.0 0.0
H -1.855 -0.755 -1.069 0.1 0.1 0.0
H 1.164 4.653 1.949 -0.1 0.1 -0.1
H 1.929 3.117 4.071 0.0 0.0 -0.1
H 1.847 0.565 3.079 0.0 0.0 -0.1
H -0.224 4.406 -2.842 0.0 0.1 0.1
H -1.016 7.011 -2.561 0.0 -0.1 0.1
H -0.704 7.480 0.130 0.0 -0.1 0.0
O 4.360 -3.131 4.493 -0.1 -0.1 0.0
C 3.788 -2.585 3.419 0.1 0.1 -0.1
C 4.357 -1.528 2.700 0.0 0.0 0.0
C 3.659 -1.069 1.602 0.8 0.0 0.7
N 2.486 -1.510 1.213 0.4 0.3 0.0
C 1.925 -2.478 1.939 0.1 0.1 0.2
C 2.542 -3.067 3.022 0.0 -0.1 0.0
C 0.469 -2.736 1.676 -0.2 -0.3 0.0
O -0.046 -3.809 1.912 0.1 0.5 -0.2
O -0.144 -1.621 1.315 -0.5 -0.5 0.1
C 4.231 0.097 0.695 -1.2 -1.2 -1.0
O 5.136 0.755 1.245 0.3 0.2 0.3
O 3.696 0.151 -0.409 2.3 0.6 0.6
H 5.212 -2.728 4.690 0.1 0.0 0.0
H 5.298 -1.076 2.986 0.0 -0.1 0.0
H 2.048 -3.856 3.574 0.0 0.0 0.0
C 2.591 -0.665 -5.554 0.0 -0.1 0.1
C 3.127 -1.744 -4.629 0.0 0.1 0.0
O 2.089 -2.390 -3.865 0.0 0.1 0.2
P 1.419 -1.670 -2.574 -0.3 -0.8 -1.3
O 0.317 -0.683 -3.186 0.1 -0.2 0.0
C -0.686 -1.113 -4.138 -0.2 0.2 0.0
C -1.261 0.123 -4.792 0.1 0.0 0.1
O 0.443 -2.863 -2.087 0.0 -0.1 0.0
C 0.930 -4.145 -1.635 0.1 -0.1 0.0
C 0.918 -5.171 -2.750 0.0 0.1 0.0
H 3.400 -0.297 -6.186 0.0 0.0 0.0
H 2.173 0.170 -4.992 0.0 0.0 0.0
H 1.811 -1.072 -6.199 0.0 0.0 0.0
H 3.882 -1.336 -3.949 0.0 0.0 0.0
H 3.588 -2.537 -5.210 0.1 -0.1 0.1
H -1.456 -1.670 -3.603 0.0 0.0 0.0
H -0.232 -1.775 -4.872 0.1 -0.1 0.0
H -1.816 0.719 -4.066 0.0 0.0 0.0
H -1.930 -0.165 -5.603 0.0 0.0 0.0
H -0.457 0.739 -5.200 0.0 0.0 0.0
H 0.261 -4.448 -0.832 0.0 0.0 0.1
H 1.938 -4.036 -1.217 0.0 0.0 0.0
H -0.072 -5.211 -3.205 0.0 0.0 0.0
H 1.158 -6.156 -2.346 0.0 0.0 0.0
H 1.642 -4.914 -3.520 0.0 0.0 0.0
C -3.782 -3.990 3.794 -0.2 0.0 -0.1
C -4.817 -3.816 2.684 0.1 0.1 0.0
C -4.600 -2.589 1.795 0.1 -0.1 0.1
C -3.210 -2.538 1.128 0.2 0.2 0.1
Ge -1.894 -1.513 2.161 0.2 0.5 -0.2
C -2.073 0.439 2.305 -0.2 -0.4 0.1
C -2.577 0.850 3.694 0.1 0.1 0.0
C -2.429 2.351 3.951 -0.1 0.0 -0.1
C -3.345 3.206 3.079 0.1 0.0 0.1
H -4.022 -4.866 4.397 0.0 0.0 0.0
H -3.771 -3.115 4.451 0.1 -0.1 0.0
H -2.779 -4.135 3.389 0.0 0.0 0.0
H -5.810 -3.736 3.132 0.0 -0.1 0.0
H -4.822 -4.710 2.052 0.0 0.0 0.0
H -4.783 -1.682 2.384 0.0 0.0 -0.1
H -5.355 -2.607 1.008 0.0 0.1 0.0
H -3.277 -2.035 0.160 0.0 0.0 0.0
H -2.815 -3.539 0.955 0.0 0.0 0.0
H -1.472 -2.049 3.534 -0.1 -0.1 0.0
H -2.731 0.814 1.525 0.0 0.0 -0.1
H -1.073 0.846 2.129 0.0 0.0 -0.1
H -2.019 0.307 4.464 0.0 0.0 0.0
H -3.631 0.573 3.809 0.0 -0.1 0.0
H -1.386 2.641 3.783 0.0 0.0 0.0
H -2.651 2.547 5.003 0.0 0.0 0.0
H -3.176 3.017 2.017 0.0 0.0 0.0
H -3.166 4.268 3.256 0.0 0.0 0.0
H -4.395 3.000 3.303 0.0 0.0 0.0
```
Forces are in eV/Å.

=====

2.
7 unconnected molecules or ions with the total composition C28H70O14 at a distorted geometry, computed with ωB97M-V/def2-TZVPD.

lowest unoccupied orbital energy = 0.4 eV
E_HOMO = -9.20 eV
gap between HOMO and LUMO = 9.59 eV
SMILES string = COCCOC.COCCOC.COCCOC.COCCOC.COCCOC.COCCOC.COCCOC
total energy = -58822.7762 eV
largest force on an atom = 0.083 hartree/bohr
molar mass = 630.85 g mol⁻¹
relative energy (zero: lowest compared OMol25 entry of this formula, charge and spin) = 214.9 kcal per mole

Structure (XYZ):
```
112
Properties=species:S:1:pos:R:3:forces:R:3
C 15.314 24.602 -3.609 1.3 1.1 -0.5
O 14.399 23.582 -3.524 -1.4 -0.1 1.2
C 13.245 23.925 -2.702 0.7 -0.3 -1.2
C 12.568 22.579 -2.500 0.4 -0.4 1.1
O 11.242 22.656 -2.008 1.9 0.0 0.0
C 10.315 22.706 -3.049 -2.0 -0.3 2.5
H 15.675 25.062 -2.690 -0.4 -0.3 0.8
H 14.937 25.447 -4.185 0.0 0.1 -0.4
H 16.236 24.209 -4.038 -0.2 0.0 -0.5
H 12.610 24.667 -3.185 -0.3 -0.1 -0.7
H 13.555 24.486 -1.820 0.2 -0.6 0.5
H 13.169 22.008 -1.793 -0.1 0.1 0.4
H 12.647 21.940 -3.379 -0.3 0.4 -0.6
H 10.463 23.585 -3.677 -0.2 -0.7 -0.7
H 9.435 22.805 -2.415 -0.8 1.2 -0.4
H 10.021 21.693 -3.327 1.0 0.0 -1.7
C 11.290 26.596 -5.652 1.4 1.0 -0.2
O 12.334 27.447 -5.194 1.3 0.0 0.8
C 12.213 28.837 -5.469 0.6 0.0 -0.2
C 13.571 29.635 -5.544 -1.0 -0.4 1.0
O 13.555 30.647 -4.486 -1.4 -1.8 -1.7
C 14.784 31.238 -4.298 0.3 0.0 0.6
H 11.458 26.520 -6.726 -0.7 -0.2 -0.3
H 10.327 27.026 -5.379 -0.3 -0.4 -0.1
H 11.518 25.621 -5.220 -0.4 0.1 0.2
H 11.687 29.296 -4.632 -0.5 0.2 -0.3
H 11.714 28.883 -6.437 -0.4 0.6 0.1
H 13.702 30.090 -6.526 -0.1 0.3 0.0
H 14.391 28.929 -5.412 0.2 0.0 0.3
H 15.507 30.451 -4.080 0.5 0.1 0.0
H 14.638 31.854 -3.411 0.4 0.3 -0.1
H 15.099 31.819 -5.165 0.2 0.2 0.0
C 11.394 19.190 -6.364 0.1 0.2 -0.4
O 12.293 19.892 -7.251 0.0 0.5 1.2
C 12.740 21.196 -6.634 -0.8 -3.1 -1.3
C 11.772 22.183 -7.111 -3.1 2.8 0.8
O 10.401 22.140 -6.398 1.2 0.5 -0.7
C 9.507 23.268 -6.648 1.2 -0.7 -0.4
H 11.964 18.695 -5.576 -0.1 0.2 0.3
H 10.828 18.404 -6.863 0.5 -0.1 -0.7
H 10.595 19.838 -6.003 0.3 0.3 0.4
H 13.704 21.403 -7.098 0.0 0.0 0.2
H 12.836 21.012 -5.564 -0.1 0.5 0.0
H 11.597 22.160 -8.187 0.0 -0.7 -0.1
H 12.114 23.209 -6.976 0.3 0.2 0.5
H 8.783 23.391 -5.843 0.1 -0.5 0.1
H 8.977 23.142 -7.592 -0.1 -0.2 -0.1
H 10.034 24.219 -6.724 0.4 0.0 0.1
C 13.242 20.972 -11.933 0.4 0.1 1.4
O 13.849 19.982 -10.996 -0.7 1.4 -2.9
C 12.983 18.948 -10.600 -0.5 0.8 2.4
C 13.486 17.523 -10.683 -2.7 2.3 -2.1
O 14.628 17.448 -9.974 2.0 -1.8 -0.1
C 15.438 16.351 -10.425 0.5 0.1 0.7
H 13.338 21.941 -11.442 0.4 0.1 0.0
H 12.166 20.937 -12.101 -0.2 -1.0 0.3
H 13.676 21.049 -12.930 0.5 -0.5 0.2
H 11.960 19.107 -10.941 0.0 -0.4 -0.6
H 12.912 19.129 -9.527 -0.3 -0.1 0.4
H 13.508 17.360 -11.761 1.0 -0.8 -0.3
H 12.607 16.976 -10.341 0.2 -0.8 0.5
H 15.827 16.448 -11.438 -0.2 0.6 -0.2
H 14.941 15.381 -10.406 -0.4 0.0 0.3
H 16.297 16.296 -9.756 -0.1 0.0 0.0
C 5.100 22.884 -6.568 -1.2 0.0 -0.4
O 5.353 23.873 -5.599 0.5 -0.6 0.3
C 5.790 23.472 -4.311 0.4 1.6 0.1
C 5.844 24.773 -3.472 -0.1 0.0 -0.4
O 4.604 25.432 -3.485 -0.9 -0.7 -0.7
C 4.537 26.837 -3.655 -0.1 -0.9 0.9
H 4.560 23.431 -7.340 -0.1 -0.2 -0.1
H 4.463 22.074 -6.210 -0.3 0.1 0.4
H 5.887 22.336 -7.086 1.0 0.5 0.4
H 6.834 23.161 -4.355 0.2 -0.6 0.0
H 5.185 22.725 -3.797 -0.3 -0.2 -0.4
H 6.646 25.397 -3.866 0.0 0.2 -0.3
H 6.117 24.551 -2.440 0.1 -0.3 0.2
H 3.499 27.109 -3.462 0.1 0.0 0.4
H 4.704 27.213 -4.664 0.8 -0.2 -0.1
H 5.188 27.175 -2.849 0.1 1.2 -0.4
C 4.515 15.743 -8.391 0.4 -0.1 1.2
O 3.814 16.983 -8.078 0.1 -3.4 0.0
C 4.244 17.982 -8.879 1.4 3.1 0.3
C 5.660 18.498 -8.479 1.1 -1.0 -0.7
O 5.804 18.722 -7.115 -0.1 0.1 1.6
C 7.137 19.007 -6.652 -0.7 0.9 -1.4
H 4.756 15.558 -9.438 -0.6 0.4 -0.3
H 4.052 14.861 -7.950 -1.0 0.4 -0.3
H 5.481 15.646 -7.896 0.4 0.8 0.2
H 3.615 18.855 -8.706 -0.5 -0.1 0.0
H 4.214 17.759 -9.945 0.2 -0.2 -0.2
H 5.997 19.363 -9.049 -0.5 0.5 -0.3
H 6.405 17.746 -8.740 0.2 -0.5 -0.3
H 7.482 19.906 -7.162 0.1 0.4 -0.2
H 7.882 18.271 -6.954 -0.2 -0.6 0.4
H 7.138 19.281 -5.597 -0.2 -0.7 0.0
C 5.060 26.752 -12.146 0.2 -0.2 0.2
O 5.986 25.781 -12.593 -0.6 -1.5 0.4
C 5.423 24.397 -12.713 0.7 1.8 1.8
C 4.686 23.775 -11.487 -0.4 0.7 -0.7
O 5.310 23.843 -10.236 0.2 0.1 -0.1
C 6.601 23.294 -10.178 0.5 -0.3 0.0
H 4.645 26.461 -11.180 -0.6 -0.2 -0.2
H 4.341 26.945 -12.941 -0.5 0.0 0.3
H 5.550 27.695 -11.904 0.5 -0.1 -0.4
H 6.364 23.856 -12.817 -0.4 -0.3 -0.9
H 4.681 24.390 -13.512 0.4 -0.3 -0.5
H 4.429 22.766 -11.809 0.6 -0.7 0.0
H 3.675 24.159 -11.353 0.1 0.7 0.1
H 6.623 22.227 -10.397 -0.3 -0.4 0.0
H 6.989 23.434 -9.169 -0.2 0.1 0.0
H 7.318 23.725 -10.877 -0.1 0.5 -0.1
```
Forces are in eV/Å.

=====

3.
7 unconnected molecules or ions with the total composition C21H42O21 at a distorted geometry, computed with ωB97M-V/def2-TZVPD.

lowest unoccupied orbital energy = 0.6 eV
E_HOMO = -10.09 eV
gap between HOMO and LUMO = 10.70 eV
SMILES string = COC(=O)OC.COC(=O)OC.COC(=O)OC.COC(=O)OC.COC(=O)OC.COC(=O)OC.COC(=O)OC
total energy = -65446.8359 eV
largest force on an atom = 0.134 hartree/bohr
molar mass = 630.55 g mol⁻¹
relative energy (zero: lowest compared OMol25 entry of this formula, charge and spin) = 207.6 kcal per mole

Structure (XYZ):
```
84
Properties=species:S:1:pos:R:3:forces:R:3
C 2.091 -27.563 25.237 0.0 -2.7 0.2
O 1.045 -26.931 24.400 -0.1 0.2 -0.3
C 1.219 -25.717 23.908 3.3 2.5 1.5
O 2.237 -25.079 24.227 -1.5 -0.6 -1.0
O 0.244 -25.217 23.158 -0.4 -2.4 0.1
C 0.424 -23.919 22.570 -4.6 -1.5 0.7
H 1.757 -27.571 26.327 0.4 0.4 -1.6
H 3.272 -27.535 25.196 -2.5 1.4 -0.6
H 1.889 -28.576 24.794 0.4 0.4 1.2
H -0.662 -23.550 22.459 2.1 -0.3 -0.1
H 0.992 -23.964 21.728 1.2 -0.3 -2.8
H 0.962 -23.445 23.259 1.9 2.9 2.7
C 10.352 -19.858 17.880 1.5 0.5 0.3
O 9.052 -20.349 18.038 -2.0 1.0 -1.5
C 8.641 -21.073 19.057 -1.4 -1.0 1.3
O 9.297 -21.531 19.943 1.3 0.0 0.4
O 7.293 -21.255 19.015 0.0 0.7 -1.0
C 6.588 -22.133 19.927 -1.7 -0.6 -1.6
H 10.676 -19.229 18.701 -0.4 0.4 0.3
H 10.598 -19.284 16.933 -1.3 -1.0 0.9
H 10.997 -20.691 17.966 1.0 -0.9 -0.3
H 5.709 -22.614 19.347 1.2 1.4 0.6
H 6.179 -21.657 20.814 0.4 0.4 -0.1
H 7.134 -22.993 20.177 1.3 -0.7 0.7
C 10.644 -17.831 25.859 -0.6 -0.2 -0.4
O 11.608 -18.834 26.238 0.6 -1.2 -0.7
C 12.012 -19.588 25.171 -0.1 0.0 -1.2
O 11.574 -19.461 24.037 0.7 -0.1 1.6
O 12.972 -20.523 25.506 -1.0 2.0 0.2
C 13.676 -21.145 24.453 3.1 -0.7 -1.7
H 9.782 -18.278 25.354 0.0 -0.1 0.4
H 11.089 -17.211 25.116 0.4 0.7 -0.5
H 10.323 -17.197 26.694 0.4 -0.7 0.1
H 13.083 -21.511 23.604 -0.4 -0.2 0.8
H 14.321 -21.922 24.959 -1.3 0.4 -0.6
H 14.538 -20.599 23.830 -2.0 0.2 1.8
C 3.850 -22.140 23.044 -1.4 3.9 4.5
O 3.273 -21.478 21.958 -1.8 0.3 -4.5
C 2.478 -20.344 22.030 4.2 -3.8 3.9
O 2.451 -19.839 23.083 -0.5 2.4 4.3
O 1.879 -19.902 21.040 -1.0 2.1 -5.1
C 1.159 -18.626 21.295 -3.0 -0.3 -1.1
H 3.094 -22.068 23.974 1.3 -0.9 -2.1
H 4.643 -21.444 23.473 -0.2 -1.3 -0.8
H 4.175 -23.102 22.760 0.2 -0.9 -0.3
H 0.567 -18.938 22.195 0.5 1.4 -0.8
H 0.470 -18.550 20.400 0.5 -0.7 1.0
H 1.502 -17.526 21.239 1.2 -2.3 0.9
C 9.211 -22.306 23.583 0.3 3.0 -1.5
O 8.461 -23.222 24.278 -0.8 -2.9 2.5
C 7.468 -23.946 23.785 -1.6 1.9 -3.7
O 6.985 -23.625 22.690 0.2 -1.4 1.8
O 7.041 -24.928 24.578 1.3 0.1 1.2
C 5.788 -25.567 24.485 -0.8 -0.9 -5.8
H 9.399 -21.552 24.307 -0.3 1.2 1.0
H 8.616 -21.667 22.760 1.8 -2.3 1.2
H 10.292 -22.606 23.549 -1.1 -0.5 -1.5
H 5.497 -25.801 23.216 0.6 1.4 3.7
H 5.003 -25.084 24.998 -0.8 1.1 0.2
H 5.747 -26.586 24.789 1.2 -0.7 0.9
C 7.636 -18.391 21.657 -0.9 1.4 1.1
O 7.381 -19.288 22.711 -0.3 -2.7 1.0
C 7.060 -18.784 23.885 -0.1 -3.5 1.4
O 7.063 -17.640 24.106 -0.4 2.9 1.4
O 6.753 -19.857 24.833 1.8 2.5 -4.1
C 6.289 -19.649 26.142 0.1 -2.8 1.4
H 7.784 -18.981 20.783 -0.5 -0.4 -0.7
H 8.587 -17.924 21.859 0.1 0.7 0.1
H 6.752 -17.687 21.698 1.3 -0.4 -0.9
H 5.776 -20.648 26.117 -0.5 1.1 1.2
H 5.571 -18.825 26.308 0.8 -0.3 -0.1
H 7.103 -19.872 26.969 -1.3 1.4 -1.7
C 7.364 -27.555 28.776 3.0 -2.7 -2.4
O 6.424 -27.732 27.690 -0.3 2.2 1.0
C 6.175 -28.931 27.282 1.1 -2.9 -0.9
O 6.646 -29.924 27.790 -0.6 -0.3 0.0
O 5.481 -28.955 26.122 0.6 1.8 0.5
C 5.090 -30.198 25.534 0.0 1.8 -0.6
H 7.655 -28.429 29.372 -0.7 -0.5 -0.8
H 7.118 -26.893 29.485 -1.9 3.0 1.9
H 8.335 -27.231 28.338 -0.8 0.0 0.0
H 5.795 -30.988 25.669 0.8 -0.2 -0.6
H 4.651 -29.894 24.556 1.2 -0.7 0.3
H 4.269 -30.440 26.083 -2.5 -1.4 1.6
```
Forces are in eV/Å.